Formula: C15H32N2O4P2Re
Source: the Open Molecules 2025 dataset
Level of theory: ωB97M-V/def2-TZVPD

The geometry in XYZ format:
```
56
C15H32N2O4P2Re ωB97M-V/def2-TZVPD
Re 0.1160 0.0155 -0.1360
H -0.8143 -0.5659 1.1895
H -0.8286 0.4892 1.1977
P -0.1015 -2.3159 -0.4131
P -0.1037 2.3192 -0.4003
C 1.4147 3.3016 -0.0131
H 1.2857 4.3658 -0.2761
H 1.6312 3.2161 1.0616
H 2.2573 2.8803 -0.5712
C -0.4040 2.7394 -2.1686
H -1.3477 2.2711 -2.4822
H -0.4554 3.8309 -2.3191
H 0.4096 2.3166 -2.7743
C -1.4323 3.2742 0.4574
H -1.2717 3.2168 1.5436
H -1.4322 4.3333 0.1490
H -2.4001 2.8186 0.2218
C -0.2260 -2.7293 -2.2073
H -0.3004 -3.8182 -2.3642
H -1.1137 -2.2279 -2.6181
H 0.6621 -2.3372 -2.7225
C 1.3378 -3.3393 0.1296
H 1.4434 -3.2586 1.2207
H 1.2141 -4.4000 -0.1529
H 2.2509 -2.9399 -0.3353
C -1.5324 -3.2360 0.2985
H -2.4617 -2.7533 -0.0380
H -1.5320 -4.2949 -0.0148
H -1.4867 -3.1814 1.3958
C 1.7108 -0.0057 0.8668
O 2.7680 -0.0011 1.3995
H 0.7405 0.0158 -1.5015
C -1.8673 1.5518 6.0685
C -1.4212 1.7849 4.6236
C 0.0733 2.2274 4.4572
C 0.3478 3.5903 5.2185
C -0.6085 4.7518 4.9162
C 0.9359 1.1961 5.0647
O 1.4523 1.2520 6.1481
N 0.9288 -0.0010 4.3726
C 0.5213 -0.1029 3.0568
O 0.4449 -1.2769 2.6913
N 0.3890 1.0264 2.1795
C 0.3802 2.2102 2.9457
O 0.4495 3.4133 2.5693
H -1.2744 0.7491 6.5408
H -2.9251 1.2358 6.0700
H -1.7863 2.4695 6.6741
H -1.6138 0.8428 4.0746
H -2.0720 2.5411 4.1537
H 0.2661 3.4168 6.3121
H 1.3886 3.9111 5.0273
H -1.6455 4.4997 5.1947
H -0.3114 5.6236 5.5239
H -0.5891 5.0652 3.8604
H 1.2433 -0.8242 4.8744
```

Calculated values
charge	+2
HOMO level (spin up / spin down)	-15.6 / -16.2	eV
DFT total energy	-1761.4156	hartree
multiplicity	4
HOMO-LUMO gap (spin up / spin down)	7.76 / 5.25	eV
E_LUMO (spin up / spin down)	-7.9 / -10.9	eV
F_max	7.61	eV/Å

---

Formula: C15H33AlClO6S
Source: the Open Molecules 2025 dataset
Level of theory: ωB97M-V/def2-TZVPD

The geometry in XYZ format:
```
57
C15H33AlClO6S ωB97M-V/def2-TZVPD
C -2.3703 -3.7443 0.9577
C -1.8103 -3.2674 -0.0249
C -1.0852 -3.0419 -1.4079
Al -0.7417 -1.0331 -1.6626
C -1.4348 0.1621 -0.1535
C -0.2380 1.1954 0.2182
C 0.5545 0.5399 1.4274
C 2.0378 1.0642 1.6468
S 3.1318 0.9370 0.1743
O 3.0900 -0.3854 -0.4411
O 2.9461 2.0244 -0.7918
Cl 5.0829 1.1918 0.9469
H -2.8233 -4.3826 1.7561
H -1.7424 -3.4582 -2.2266
H -0.0927 -3.5950 -1.3612
H 0.8542 -0.8412 -1.7828
H -1.4721 -0.5508 -3.0227
H -2.2918 0.7892 -0.5673
H -1.7182 -0.3811 0.7958
H 0.4263 1.3064 -0.6974
H -0.6359 2.2276 0.4485
H 0.5041 -0.5861 1.3186
H -0.0286 0.8016 2.3705
H 2.0856 2.1149 2.0586
H 2.5015 0.3951 2.4444
C -4.8440 -4.9540 -6.3946
O -5.8475 -5.1272 -5.4062
C -5.3461 -5.7598 -4.2304
C -5.1146 -4.7511 -3.1149
O -4.0510 -3.8646 -3.4335
C -4.5113 -2.5907 -3.8618
H -5.2380 -4.2895 -7.1650
H -3.9380 -4.5064 -5.9802
H -4.6035 -5.9192 -6.8538
H -4.4293 -6.3175 -4.4479
H -6.1081 -6.4759 -3.9058
H -4.8194 -5.2915 -2.2100
H -6.0326 -4.1974 -2.8917
H -4.9029 -2.0314 -3.0069
H -5.2829 -2.6764 -4.6330
H -3.6639 -2.0442 -4.2768
C 4.8163 4.5728 2.4317
O 3.7649 4.3685 3.3684
C 4.2170 3.7354 4.5611
C 4.3667 4.7385 5.6954
O 5.4281 5.6545 5.4414
C 4.9588 6.9185 4.9995
H 4.4483 5.2361 1.6479
H 5.6909 5.0353 2.8958
H 5.0980 3.6184 1.9791
H 5.1556 3.1991 4.3873
H 3.4549 3.0005 4.8397
H 4.6253 4.1965 6.6103
H 3.4260 5.2697 5.8734
H 4.5071 7.4616 5.8360
H 4.2327 6.8202 4.1882
H 5.8134 7.4889 4.6334
```

Calculated values
charge	-1
HOMO level	-4.7	eV
DFT total energy	-2143.4007	hartree
HOMO-LUMO gap	6.97	eV
E_LUMO	2.2	eV
F_max	3.88	eV/Å

---

Formula: C15H33AlNO9
Source: the Open Molecules 2025 dataset
Level of theory: ωB97M-V/def2-TZVPD

The geometry in XYZ format:
```
59
C15H33AlNO9 ωB97M-V/def2-TZVPD
C -5.3108 0.0910 1.3997
C -4.4353 -0.9768 2.0223
N -4.9105 -2.0195 2.6044
C -2.9856 -0.7749 1.8668
Al -2.4484 -1.1142 -0.0967
H -5.0895 0.1965 0.3327
H -6.3709 -0.1437 1.5361
H -5.1078 1.0600 1.8710
H -5.9305 -2.0072 2.5660
H -2.6883 0.2568 2.0918
H -2.4498 -1.4614 2.5314
H -0.9454 -1.7365 -0.1526
H -2.5632 0.3089 -0.9018
H -3.5499 -2.1538 -0.7108
C 0.8461 4.9136 -1.9202
C -0.2035 3.8337 -2.0524
O -0.7326 3.4519 -0.7740
C -1.6866 4.2328 -0.2850
O -2.1193 5.2399 -0.7927
O -2.0806 3.7223 0.8772
C -3.1217 4.4427 1.5351
H 1.6313 4.5892 -1.2370
H 1.3032 5.1087 -2.8911
H 0.4106 5.8395 -1.5465
H 0.2215 2.9096 -2.4388
H -1.0241 4.1444 -2.6979
H -3.9629 4.5986 0.8629
H -2.7578 5.4088 1.8844
H -3.4127 3.8169 2.3731
C -1.8025 -4.4180 1.6086
C -2.0147 -5.9061 1.6961
O -0.7561 -6.6350 1.6774
C -0.1318 -6.7414 2.8351
O -0.5352 -6.4104 3.9210
O 1.0487 -7.3510 2.6224
C 1.8174 -7.5588 3.8052
H -1.2126 -4.1543 0.7324
H -2.7693 -3.9189 1.5190
H -1.3067 -4.0333 2.5004
H -2.5342 -6.2857 0.8185
H -2.5613 -6.1935 2.5929
H 1.2497 -8.1255 4.5414
H 2.1107 -6.6066 4.2455
H 2.6943 -8.1142 3.4845
C 5.3380 1.2938 -5.1462
C 6.1119 2.5088 -4.6882
O 5.3377 3.3148 -3.7806
C 5.3102 2.8777 -2.5201
O 5.9005 1.9201 -2.0917
O 4.4742 3.6495 -1.8315
C 4.2677 3.2479 -0.4716
H 4.3921 1.5922 -5.5982
H 5.9197 0.7518 -5.8928
H 5.1400 0.6230 -4.3115
H 6.3275 3.1828 -5.5153
H 7.0431 2.2268 -4.1990
H 5.2163 3.1503 0.0515
H 3.7339 2.3000 -0.4327
H 3.6656 4.0353 -0.0299
```

Calculated values
charge	-1
HOMO level	-4.9	eV
DFT total energy	-1565.7480	hartree
HOMO-LUMO gap	7.17	eV
E_LUMO	2.3	eV
F_max	0.48	eV/Å

---

Formula: C15H33As3O4PdTe
Source: the Open Molecules 2025 dataset
Level of theory: ωB97M-V/def2-TZVPD

The geometry in XYZ format:
```
57
C15H33As3O4PdTe ωB97M-V/def2-TZVPD
Pd -1.6431 0.2588 -1.7458
C -1.8052 0.7041 3.3529
As -1.4282 0.5675 1.3918
C -2.9816 -0.5886 1.0772
C -0.1112 -0.9289 1.5940
C 1.3688 -0.5323 1.4651
C 1.6684 0.8047 2.1481
C 1.8037 -0.4276 -0.0163
As 0.6417 0.3690 -1.4086
C 1.9425 0.0540 -2.8390
C 1.0366 2.2780 -1.1512
C 2.2594 -1.6470 2.0589
As 2.4473 -2.0971 3.9714
C 0.8627 -1.4109 4.8963
C 3.6740 -0.6691 4.5349
H -2.0204 -0.2789 3.7796
H -2.6779 1.3480 3.4735
H -0.9681 1.1632 3.8848
H -3.0368 -1.3337 1.8767
H -2.8939 -1.0778 0.1044
H -3.8722 0.0378 1.0441
H -0.3663 -1.6488 0.8100
H -0.2973 -1.4184 2.5543
H 1.1788 1.6265 1.6258
H 2.7461 0.9975 2.1459
H 1.3226 0.8304 3.1844
H 1.9746 -1.4391 -0.4033
H 2.7663 0.0976 -0.0655
H 2.9039 0.5203 -2.6088
H 1.5153 0.4851 -3.7454
H 2.0743 -1.0193 -2.9825
H 2.0858 2.4605 -0.8988
H 0.3653 2.6618 -0.3833
H 0.7721 2.7710 -2.0878
H 3.3050 -1.4606 1.7793
H 1.9851 -2.5908 1.5800
H 0.0246 -2.0942 4.7683
H 0.5585 -0.4185 4.5711
H 1.1295 -1.3809 5.9548
H 4.5572 -0.6905 3.8962
H 3.9829 -0.8620 5.5630
H 3.2140 0.3146 4.4698
O -5.1390 0.5988 -1.3084
C -4.1207 0.8109 -1.9714
O -3.6437 0.0446 -2.8967
C -3.2723 2.1549 -1.6571
O -3.1525 2.4594 -0.4511
O -2.8520 2.7664 -2.6674
C -0.4754 0.6045 -6.7359
Te -1.6118 0.8085 -4.8959
C -1.7181 -1.3148 -4.8749
H 0.5592 0.3265 -6.5313
H -0.4935 1.5441 -7.2887
H -0.9526 -0.1713 -7.3342
H -2.4223 -1.6458 -5.6369
H -2.0514 -1.6236 -3.8867
H -0.7189 -1.6985 -5.0837
```

Calculated values
charge	-2
HOMO level	-0.5	eV
DFT total energy	-7995.4798	hartree
HOMO-LUMO gap	4.75	eV
E_LUMO	4.3	eV
ΔE to the lowest compared entry with this formula, charge and spin	40.0	kJ/mol
F_max	0.92	eV/Å

---

Formula: C15H33AsBr3F6O22S6
Source: the Open Molecules 2025 dataset
Level of theory: ωB97M-V/def2-TZVPD

The geometry in XYZ format:
```
86
C15H33AsBr3F6O22S6 ωB97M-V/def2-TZVPD
As -5.0462 2.0482 17.3514
F -4.6686 3.6660 16.6902
F -6.4517 1.8232 16.2057
F -5.2872 0.3842 18.0084
F -3.6017 2.3205 18.4969
F -6.1758 2.6993 18.4936
F -3.9915 1.3946 16.0720
O -4.1668 0.5621 21.9476
S -5.0325 1.4066 21.1613
O -6.1758 0.9120 20.4236
O -5.4610 2.6660 22.1575
C -6.7414 3.0299 22.2520
C -7.4366 1.9866 23.1010
C -3.9896 2.3145 20.0506
H -7.0384 3.0699 21.2040
H -6.7439 4.0388 22.6646
H -6.8118 1.7936 23.9731
H -7.5643 1.0241 22.6058
H -8.3649 2.3419 23.5484
H -3.4557 1.5824 19.4447
H -3.3672 3.0093 20.6145
H -4.7712 2.8197 19.4832
O 0.2775 2.7411 17.1968
S -0.4335 3.8975 17.7700
O 0.3067 5.2117 17.9004
O -1.7244 4.2285 16.7967
C -2.5879 3.1790 16.3351
C -2.8115 3.1554 14.7778
C -1.4855 3.5118 19.2501
H -3.5630 3.2153 16.8208
H -2.2439 2.2275 16.7407
H -3.6142 2.4442 14.5829
H -1.9009 2.9035 14.2342
H -2.9792 4.2086 14.5522
H -2.1356 4.3595 19.4664
H -0.7932 3.3843 20.0823
H -2.0868 2.6158 19.0956
C -3.8904 -1.4712 17.9392
Br -3.6700 -2.4533 19.5762
Br -3.9051 -2.6474 16.3801
Br -2.4773 0.0200 17.9606
H -4.7910 -0.8574 17.9274
C -7.6767 -0.6332 16.0641
C -6.2519 -0.9062 16.6405
O -6.5811 -1.3073 17.9251
S -7.8446 -2.3632 17.9289
O -8.7677 -2.3189 19.0967
O -7.3701 -3.6573 17.4979
O -8.5427 -1.6125 16.5982
H -7.7178 -0.7128 14.9778
H -7.9154 0.3977 16.3257
H -5.5377 -0.0836 16.6038
H -5.7054 -1.7555 16.2304
C -6.0357 4.7760 15.8771
C -6.3570 5.8468 16.8627
O -5.7641 7.0355 16.3439
S -5.8813 6.9986 14.6578
O -4.7961 7.7334 14.0677
O -7.3003 7.4394 14.3677
O -5.5602 5.3826 14.7042
H -6.8692 4.0865 15.7429
H -5.1635 4.2340 16.2426
H -6.0015 5.6526 17.8746
H -7.4294 6.0230 16.9468
C -5.8295 2.8060 13.5113
C -5.0825 1.6931 14.3613
O -3.7474 1.7540 13.8972
S -3.3840 2.8752 12.7187
O -2.6233 2.2718 11.6340
O -2.9547 4.1040 13.2895
O -4.9915 2.9700 12.4078
H -5.9227 3.6728 14.1656
H -6.8242 2.4005 13.3265
H -5.4710 0.6920 14.1742
H -5.2023 1.9159 15.4215
C -7.2839 0.8603 18.8718
C -8.3629 0.8951 19.9327
O -9.5131 0.3892 19.3569
S -9.6362 0.9692 17.8297
O -10.1152 2.4075 17.8958
O -10.2030 0.0040 16.9336
O -7.9484 1.1054 17.6946
H -6.8339 -0.1302 18.8042
H -6.6749 1.7417 19.0728
H -8.5423 1.9209 20.2545
H -8.0040 0.2907 20.7658
```

Calculated values
charge	-1
HOMO level	-5.6	eV
DFT total energy	-15191.0379	hartree
HOMO-LUMO gap	5.20	eV
E_LUMO	-0.4	eV
ΔE to the lowest compared entry with this formula, charge and spin	4349.2	kJ/mol
F_max	19.02	eV/Å

---

Formula: C15H33BF5N3O8
Source: the Open Molecules 2025 dataset
Level of theory: ωB97M-V/def2-TZVPD

The geometry in XYZ format:
```
65
C15H33BF5N3O8 ωB97M-V/def2-TZVPD
N 0.5995 -6.2580 -2.1954
B 0.4621 -4.9070 -2.7500
O 1.0843 -4.6125 -3.9614
O -0.3202 -3.9604 -2.0284
C -1.3633 -3.4798 -2.7486
O -1.1602 -2.7737 -3.6362
O -2.7197 -3.7276 -2.4472
C -3.0406 -5.0630 -2.4824
F -4.3176 -5.1289 -2.1032
F -2.3798 -5.7858 -1.5967
C -2.9777 -5.7107 -3.9286
F -2.8896 -4.8283 -4.8842
F -1.9976 -6.6032 -3.9748
F -4.1006 -6.3793 -4.1428
H 0.8058 -6.9278 -2.9282
H 1.3364 -6.2319 -1.4935
H 0.7642 -5.2911 -4.5777
C -4.0288 -2.1068 1.3087
O -2.6488 -1.7976 1.4025
C -1.9789 -1.7485 0.1475
C -1.6232 -0.3202 -0.2313
N -2.8107 0.4540 -0.5752
C -2.5865 1.8971 -0.6680
C -2.0754 2.6342 0.5704
O -3.0072 2.7181 1.6350
C -3.0953 1.5631 2.4508
H -4.3790 -2.3518 2.3116
H -4.6058 -1.2476 0.9522
H -4.2040 -2.9664 0.6571
H -2.5504 -2.2422 -0.6402
H -1.0474 -2.3086 0.2779
H -0.9483 -0.3367 -1.0942
H -1.0829 0.1172 0.6171
H -3.5249 0.2894 0.1217
H -3.5458 2.3416 -0.9464
H -1.9010 2.0862 -1.5016
H -1.8847 3.6689 0.2707
H -1.1142 2.2464 0.9296
H -2.1326 1.0574 2.5581
H -3.8458 0.8720 2.0588
H -3.4327 1.8750 3.4399
C 5.4573 5.1225 2.6877
O 4.4930 5.3780 1.6817
C 4.8261 4.8404 0.4059
C 3.9425 3.6539 0.0574
N 4.2536 2.4927 0.8849
C 3.2657 1.4153 0.8139
C 1.8260 1.7203 1.2289
O 1.6475 1.9640 2.6135
C 1.9680 3.2760 3.0421
H 5.2258 5.7675 3.5356
H 5.4078 4.0846 3.0323
H 6.4682 5.3497 2.3412
H 5.8877 4.5850 0.3355
H 4.6296 5.6329 -0.3220
H 4.0961 3.3908 -0.9939
H 2.9015 3.9763 0.1798
H 4.3312 2.7863 1.8496
H 3.6343 0.6150 1.4613
H 3.2641 1.0162 -0.2063
H 1.2355 0.8242 1.0151
H 1.3733 2.5238 0.6346
H 1.7344 4.0280 2.2847
H 3.0206 3.3402 3.3285
H 1.3794 3.4913 3.9345
```

Calculated values
charge	0
HOMO level	-8.6	eV
DFT total energy	-1881.7070	hartree
SMILES string	NB(O)OC(=O)OC(F)(F)C(F)(F)F.COCCNCCOC.COCCNCCOC
HOMO-LUMO gap	8.63	eV
E_LUMO	0.1	eV
F_max	3.77	eV/Å

---

Formula: C15H33BIO4P2Pd
Source: the Open Molecules 2025 dataset
Level of theory: ωB97M-V/def2-TZVPD

The geometry in XYZ format:
```
57
C15H33BIO4P2Pd ωB97M-V/def2-TZVPD
C 1.0350 3.8087 -3.6202
C 0.8600 2.5771 -2.8005
H 1.5208 3.5785 -4.5784
H 1.6471 4.5118 -3.0327
H 0.0342 4.2400 -3.7839
O 1.1630 1.4453 -3.0689
I -0.1457 3.2329 -0.8152
Pd -0.0487 0.6007 -0.1417
P -2.1428 0.0667 -1.2576
C -2.5047 -1.6999 -1.4233
C -3.4834 0.6650 -0.1868
H -4.4432 0.3823 -0.6392
H -3.6436 0.2662 -3.1506
H -3.4178 1.7561 -0.0991
H -2.7446 1.7833 -2.8062
H -2.4015 -2.1999 -0.4540
H -3.3814 0.2232 0.8098
C -2.6655 0.6943 -2.8765
H -3.5340 -1.8083 -1.7875
H -1.9199 0.4239 -3.6320
H -1.8122 -2.1548 -2.1402
P 2.2020 0.7859 0.8341
C 3.0675 -0.7610 1.2273
C 3.5733 1.7637 0.1386
H 1.5216 2.5360 2.3741
H 2.9883 1.6768 2.9370
H 1.3770 0.9081 3.0977
C 2.0013 1.5562 2.4734
H 3.2479 2.8077 0.0639
H 4.4679 1.6932 0.7854
H 3.9187 -0.5320 1.8823
H 3.4372 -1.2155 0.3013
H 3.8219 1.3857 -0.8617
H 2.3861 -1.4600 1.7221
C 0.6411 -1.0707 -0.9478
O 1.0341 -2.1033 -1.2604
C 0.2100 -2.9892 3.8195
C -0.7823 -2.4453 2.8154
C -1.5526 -3.6119 2.2116
O -0.0257 -1.8378 1.7427
B -0.6442 -0.6286 1.3833
O -1.7493 -0.3718 2.2077
C -1.7036 -1.2815 3.3236
C -3.1136 -1.6941 3.6797
C -1.1229 -0.5098 4.5020
H -0.3166 -3.3585 4.7102
H 0.9491 -2.2403 4.1317
H 0.7317 -3.8519 3.3837
H -0.8432 -4.3983 1.9190
H -2.2182 -4.0730 2.9474
H -2.1566 -3.3235 1.3413
H -3.0752 -2.4216 4.4958
H -3.6809 -0.8372 4.0560
H -3.6531 -2.1458 2.8397
H -0.0924 -0.1658 4.3260
H -1.7642 0.3526 4.7318
H -1.1276 -1.1416 5.3959
```

Calculated values
charge	+3
HOMO level (spin up / spin down)	-16.2 / -19.2	eV
DFT total energy	-2024.3483	hartree
multiplicity	5
HOMO-LUMO gap (spin up / spin down)	7.15 / 4.85	eV
E_LUMO (spin up / spin down)	-9.0 / -14.3	eV
ΔE to the lowest compared entry with this formula, charge and spin	9.1	kJ/mol
F_max	4.24	eV/Å

---

Formula: C15H33BMnN4O5PS
Source: the Open Molecules 2025 dataset
Level of theory: ωB97M-V/def2-TZVPD

The geometry in XYZ format:
```
61
C15H33BMnN4O5PS ωB97M-V/def2-TZVPD
Mn 0.6504 0.6130 0.7308
O 0.7517 -1.5416 -0.2961
C 0.2365 -2.5436 0.5808
C 0.9170 -2.3852 1.9243
N 0.6257 -1.1104 2.5746
C -0.7064 -1.0761 3.1579
C -1.7632 -0.7854 2.0791
O -2.8670 -1.3182 2.1564
O -1.3712 0.0199 1.1684
C 1.7146 -0.7353 3.4626
C 2.9170 -0.3322 2.5956
O 4.0619 -0.6346 2.9347
O 2.5944 0.3080 1.5427
H 0.0357 -1.1829 -0.8672
H 0.4733 -3.5355 0.1799
H -0.8477 -2.4653 0.6666
H 1.9957 -2.4495 1.7601
H 0.6328 -3.2294 2.5736
H -0.7514 -0.2429 3.8628
H -0.9618 -1.9978 3.6953
H 1.9939 -1.5241 4.1720
H 1.4126 0.1504 4.0264
C 4.5729 -1.6279 -0.3801
N 3.5495 -0.9041 -1.1079
C 3.3705 0.4088 -1.0043
N 4.3145 1.1215 -0.3581
S 1.9861 1.1626 -1.6390
H 4.4461 -2.6907 -0.5717
H 4.4928 -1.4554 0.6992
H 5.5694 -1.3342 -0.7161
H 2.7514 -1.4042 -1.4649
H 4.8067 0.6495 0.3897
H 3.9820 2.0286 -0.0701
B -0.6662 5.0079 2.1379
C -0.0769 3.6234 1.6472
N 0.3594 2.6171 1.2814
H -0.2563 5.2000 3.2639
H -1.8761 4.9075 2.1153
H -0.2751 5.8607 1.3676
C -3.5830 2.4073 -1.5809
C -2.2023 1.9584 -1.1112
P -1.6540 0.2794 -1.6307
C -1.5668 0.5073 -3.4672
C -0.7060 -0.5490 -4.1572
C -3.1867 -0.7207 -1.4301
C -3.0090 -2.1954 -1.7773
H -3.7331 3.4618 -1.3437
H -4.3716 1.8442 -1.0813
H -3.7125 2.2882 -2.6593
H -2.1428 1.9844 -0.0237
H -1.4338 2.6458 -1.4774
H -1.1258 1.4937 -3.6369
H -2.5740 0.5301 -3.8959
H 0.3142 -0.5098 -3.7715
H -0.6654 -0.3837 -5.2363
H -1.0888 -1.5577 -3.9925
H -3.9841 -0.2861 -2.0395
H -3.4651 -0.6249 -0.3775
H -2.7768 -2.3452 -2.8335
H -3.9207 -2.7541 -1.5580
H -2.2071 -2.6461 -1.1896
```

Calculated values
charge	-1
HOMO level (spin up / spin down)	-5.7 / -5.8	eV
DFT total energy	-3102.2119	hartree
multiplicity	6
HOMO-LUMO gap (spin up / spin down)	8.24 / 8.31	eV
E_LUMO (spin up / spin down)	2.5 / 2.5	eV
F_max	0.51	eV/Å